DFT (ωB97M-V/def2-TZVPD) results for a 11-piece molecular cluster, C19H60O19 overall in a non-equilibrium geometry.

XYZ file:
```
98
Properties=species:S:1:pos:R:3:mulliken_charge:R:1
O -1.879 1.523 4.248 -0.51
C -1.633 0.198 4.814 -0.49
C -1.925 -0.911 3.869 0.16
O -3.291 -0.907 3.548 -0.61
H -2.763 1.481 3.871 0.26
H -0.545 0.187 5.183 0.26
H -2.367 0.046 5.662 0.28
H -1.721 -1.914 4.293 0.38
H -1.323 -0.773 2.911 -0.15
H -3.539 -1.685 3.039 0.26
O -4.656 -3.124 2.003 -0.52
C -4.314 -3.289 0.624 -0.73
C -3.237 -2.295 0.248 -0.16
O -1.975 -2.782 0.895 -0.42
H -5.387 -3.646 2.277 0.26
H -3.827 -4.263 0.449 0.28
H -5.204 -3.069 0.039 0.38
H -3.551 -1.337 0.625 0.42
H -3.123 -2.251 -0.808 0.45
H -1.376 -2.087 0.722 0.36
O -2.701 3.639 1.512 -0.55
C -1.560 4.456 1.293 -0.17
C -0.861 4.650 2.635 -0.66
O -0.200 3.506 3.146 -0.28
H -2.567 2.814 1.161 0.31
H -0.954 4.049 0.464 0.12
H -1.666 5.446 0.908 0.37
H -1.673 4.983 3.314 0.32
H -0.181 5.476 2.683 0.41
H -0.788 2.933 3.684 0.23
O -1.436 3.152 -1.794 -0.40
C -2.655 3.503 -2.366 -0.14
C -2.599 4.748 -3.178 -0.49
O -2.158 4.487 -4.548 -0.52
H -1.020 2.350 -2.080 0.12
H -3.103 2.670 -2.960 0.34
H -3.381 3.677 -1.533 0.21
H -1.867 5.448 -2.777 0.28
H -3.596 5.260 -3.196 0.28
H -2.613 3.687 -4.815 0.31
O -1.427 -2.265 -3.424 -0.72
C -0.696 -2.875 -2.322 0.97
C -0.820 -4.380 -2.199 -0.55
O -0.485 -4.693 -0.875 -0.58
H -0.746 -2.210 -4.146 0.29
H 0.359 -2.602 -2.262 0.07
H -1.227 -2.465 -1.450 -0.60
H -0.041 -4.848 -2.889 0.29
H -1.826 -4.710 -2.507 0.30
H -1.092 -4.141 -0.350 0.34
O 2.926 -1.611 -0.425 -0.33
C 4.414 -1.632 -0.327 -0.40
C 4.964 -0.475 0.535 -0.61
O 4.789 -0.653 1.926 -0.58
H 2.581 -2.463 -0.003 0.18
H 4.689 -2.578 0.114 0.40
H 4.740 -1.572 -1.371 0.37
H 4.438 0.414 0.276 0.17
H 5.983 -0.359 0.282 0.47
H 4.039 -0.216 2.272 0.48
O -1.037 0.734 -4.027 -0.42
C 0.074 0.953 -4.960 0.13
C 0.315 -0.280 -5.852 -0.60
O 0.815 -1.296 -4.997 -0.53
H -1.065 -0.194 -3.711 0.32
H -0.225 1.756 -5.587 0.39
H 0.923 1.194 -4.372 -0.19
H 0.984 0.028 -6.647 0.42
H -0.600 -0.613 -6.353 0.29
H 1.705 -1.170 -4.594 0.33
O 2.449 0.737 2.718 -0.50
C 3.031 0.984 3.966 -0.46
C 2.397 2.254 4.558 -0.31
O 2.470 3.183 3.533 -0.73
H 2.292 1.632 2.379 0.30
H 2.928 0.096 4.628 0.34
H 4.112 1.206 3.919 0.36
H 2.867 2.531 5.483 0.39
H 1.342 2.089 4.750 -0.07
H 1.632 3.572 3.404 0.51
C -0.171 0.288 0.022 -0.76
O 0.008 -0.954 0.710 0.06
H -0.943 0.314 -0.755 0.36
H -0.356 1.027 0.793 0.12
H 0.700 0.535 -0.585 0.26
H 0.806 -1.427 0.441 -0.15
C 1.876 -4.345 1.897 -0.85
O 1.715 -3.653 0.684 -0.34
H 1.040 -4.980 2.219 0.31
H 2.779 -4.914 1.870 0.33
H 1.962 -3.668 2.752 0.28
H 1.263 -4.188 0.030 0.23
C 3.737 0.748 -3.302 -0.53
O 3.341 -0.600 -3.247 -0.45
H 4.231 1.158 -2.426 0.24
H 4.499 0.793 -4.138 0.30
H 2.933 1.473 -3.680 0.15
H 2.824 -0.702 -2.445 0.21
```

Max |F|, eV Å⁻¹: 3.90
E_HOMO, eV: -9.620
Relative energy (zero: lowest compared OMol25 entry of this formula, charge and spin), kcal/mol: 35.8
Gap between HOMO and LUMO, eV: 10.2
SMILES string: OCCO.OCCO.OCCO.OCCO.OCCO.OCCO.OCCO.OCCO.CO.CO.CO
LUMO energy, eV: 0.5420

=====

DFT (ωB97M-V/def2-TZVPD) results for a 13-piece molecular cluster, C19H64N20O13 overall in a non-equilibrium geometry.

XYZ file:
```
116
Properties=species:S:1:pos:R:3:mulliken_charge:R:1
C -1.702 2.581 -3.514 0.62
O -0.795 3.372 -3.706 -0.72
N -1.427 1.418 -2.938 0.21
N -3.009 2.751 -3.561 -0.38
H -2.133 0.726 -2.732 0.07
H -0.492 1.318 -2.569 -0.23
H -3.564 1.937 -3.334 0.13
H -3.484 3.642 -3.583 0.22
C -2.621 3.146 1.229 0.19
O -2.260 2.062 0.804 -0.10
N -2.195 4.246 0.699 -0.42
N -3.537 3.370 2.129 -0.42
H -1.478 4.161 -0.007 0.23
H -2.547 5.117 1.072 0.14
H -4.034 4.241 2.251 0.18
H -3.935 2.530 2.524 0.00
C 4.481 -1.083 0.363 0.14
O 4.163 -1.960 1.138 -0.87
N 3.646 -0.414 -0.422 1.18
N 5.697 -0.624 0.123 -0.26
H 3.959 0.330 -1.028 -0.29
H 2.711 -0.787 -0.513 -0.66
H 6.530 -0.995 0.557 0.26
H 5.901 0.219 -0.396 0.13
C -4.317 -3.536 2.220 0.58
O -5.273 -4.136 1.809 -0.68
N -3.613 -3.617 3.332 -0.34
N -3.692 -2.681 1.502 -0.07
H -2.760 -3.146 3.601 0.16
H -3.887 -4.237 4.080 0.21
H -4.223 -2.402 0.690 0.15
H -3.152 -2.004 2.021 0.06
C 2.112 -3.344 3.171 0.33
O 1.357 -3.770 4.002 -0.73
N 3.360 -3.017 3.498 -0.34
N 1.757 -3.014 1.897 -0.14
H 3.743 -2.395 2.801 0.43
H 3.663 -3.209 4.442 0.18
H 0.783 -3.248 1.762 0.06
H 2.383 -2.626 1.206 0.49
C -0.097 -0.528 -0.115 -0.29
O 0.780 -1.318 -0.426 -0.42
N -1.406 -0.722 -0.213 0.89
N 0.162 0.650 0.319 0.86
H -1.717 -1.661 -0.415 0.05
H -1.911 0.152 -0.176 -0.51
H -0.574 1.320 0.491 -0.08
H 1.132 0.832 0.533 0.00
C -4.728 0.346 -1.868 0.60
O -4.370 0.317 -3.003 -0.77
N -4.428 -0.655 -1.093 -0.09
N -5.238 1.317 -1.137 -0.25
H -3.788 -1.282 -1.559 -0.11
H -4.499 -0.584 -0.088 0.07
H -5.428 2.158 -1.663 0.21
H -5.483 1.210 -0.163 0.25
C 3.679 -3.901 -2.464 0.45
O 3.656 -5.003 -3.007 -0.73
N 4.724 -3.091 -2.418 -0.21
N 2.559 -3.379 -1.999 -0.09
H 5.554 -3.453 -2.867 0.21
H 4.792 -2.120 -2.150 0.22
H 1.697 -3.877 -2.172 0.15
H 2.571 -2.701 -1.250 -0.05
C 4.248 2.401 1.749 0.39
O 5.204 2.709 0.966 -0.77
N 2.950 2.578 1.560 0.07
N 4.413 1.760 2.882 -0.16
H 2.313 2.602 2.343 -0.50
H 2.631 3.423 1.109 0.33
H 5.336 1.512 3.207 0.19
H 3.607 1.570 3.460 0.21
C -4.779 0.386 2.701 0.65
O -5.435 0.856 1.812 -0.77
N -3.542 0.580 3.019 -0.33
N -5.285 -0.486 3.510 -0.39
H -3.266 0.194 3.911 0.18
H -3.033 0.925 2.217 0.22
H -4.853 -0.910 4.319 0.16
H -6.278 -0.516 3.329 0.25
C 2.263 4.354 4.171 -1.21
C 1.268 3.248 4.379 -0.12
C 0.233 2.996 3.343 -0.97
O 2.019 2.053 4.319 -0.59
H 1.849 5.194 3.614 0.31
H 3.130 3.979 3.626 0.33
H 2.473 4.766 5.158 0.39
H 0.705 3.176 5.310 0.65
H -0.352 3.912 3.264 0.31
H -0.657 2.431 3.622 0.34
H 0.538 2.762 2.323 0.34
H 1.937 1.794 5.240 0.33
C -0.793 -2.019 -3.443 -0.68
C -2.302 -2.371 -3.401 0.86
C -2.575 -3.593 -4.299 -1.83
O -2.578 -2.752 -2.119 -0.46
H -0.563 -1.107 -2.893 -0.23
H -0.603 -1.817 -4.498 0.47
H -0.198 -2.881 -3.142 0.02
H -2.860 -1.492 -3.725 0.19
H -2.080 -4.519 -4.005 0.45
H -2.236 -3.295 -5.291 0.39
H -3.638 -3.825 -4.364 0.46
H -2.577 -3.710 -2.184 0.31
C 3.264 -0.129 -4.719 -1.43
C 3.618 1.040 -3.836 0.59
C 2.568 1.321 -2.775 -0.86
O 4.810 0.720 -3.057 -0.51
H 2.347 0.099 -5.262 0.40
H 3.051 -1.052 -4.180 0.20
H 4.051 -0.408 -5.421 0.40
H 3.608 1.890 -4.518 0.28
H 1.963 0.425 -2.635 0.06
H 1.843 2.083 -3.061 0.50
H 2.883 1.571 -1.762 0.24
H 5.603 0.626 -3.589 0.28
```

Max |F|, eV Å⁻¹: 6.51
E_HOMO, eV: -8.693
Relative energy (zero: lowest compared OMol25 entry of this formula, charge and spin), kcal/mol: 92.9
Gap between HOMO and LUMO, eV: 8.2
LUMO energy, eV: -0.4730